A cluster of 2 separate species, C20H17FO in total, computed with ωB97M-V/def2-TZVPD.

```
39
C20H17FO ωB97M-V/def2-TZVPD
F 4.64 4.11 -1.60
C 4.22 2.81 -1.53
C 5.18 1.81 -1.49
C 4.74 0.48 -1.42
C 3.38 0.18 -1.36
C 2.38 1.21 -1.37
C 1.03 0.80 -1.27
C -0.19 1.52 -1.37
C -1.41 0.76 -1.29
C -2.65 1.37 -1.35
C -2.76 2.76 -1.46
C -1.59 3.52 -1.56
C -0.33 2.93 -1.54
C 2.85 2.56 -1.49
H 6.24 2.07 -1.50
H 5.46 -0.33 -1.40
H 3.03 -0.85 -1.30
H 0.90 -0.27 -1.09
H -1.31 -0.32 -1.17
H -3.55 0.75 -1.29
H -3.73 3.25 -1.47
H -1.65 4.61 -1.64
H 0.54 3.55 -1.66
H 2.18 3.40 -1.54
C -2.90 -1.66 3.85
C -2.16 -2.46 2.81
C -2.52 -3.80 2.59
C -1.83 -4.56 1.64
C -0.81 -4.03 0.88
C -0.54 -2.59 0.92
O 0.10 -1.99 0.02
C -1.14 -1.90 2.06
H -2.49 -0.65 3.87
H -3.98 -1.60 3.63
H -2.81 -2.10 4.85
H -3.33 -4.23 3.17
H -2.10 -5.60 1.49
H -0.27 -4.64 0.16
H -0.84 -0.87 2.22
```

Results
energy relative to the best compared isomer or geometry (same formula, charge and spin): 52.4 kcal per mole
highest occupied orbital energy: -5.40 eV
F_max: 2.37 eV/Å
HOMO-LUMO gap: 0.0732 Eh